DFT (ωB97M-V with the def2-TZVPD basis set) results for a 9-piece molecular cluster, C37H72BF5O16S8 overall.

Calculated values
gap between HOMO and LUMO	9.72	eV
highest occupied orbital energy	-9.86	eV

Structure (ORCA input):
```
! wB97M-V def2-TZVPD RIJCOSX def2/J DEFGRID3
* xyz 0 1
C 8.725 2.247 0.327
C 7.468 1.615 -0.315
C 6.288 2.544 -0.026
F 5.941 2.374 1.328
B 5.095 2.418 -1.022
C 3.542 2.400 -0.610
F 2.781 2.146 -1.693
F 3.236 3.660 -0.200
C 3.167 1.407 0.520
F 3.171 2.063 1.681
F 1.918 0.937 0.350
H 9.208 2.922 -0.366
H 9.416 1.500 0.696
H 8.403 2.868 1.158
H 7.332 0.632 0.124
H 7.659 1.533 -1.376
H 6.683 3.557 -0.143
H 5.346 2.372 -2.180
H 3.845 0.558 0.579
C -1.574 -0.073 0.549
C -1.632 -0.883 1.850
C -2.835 -1.824 1.753
S -3.075 -2.149 0.004
O -4.347 -1.590 -0.400
O -2.733 -3.524 -0.281
C -1.763 -1.082 -0.581
H -0.634 0.465 0.449
H -2.385 0.659 0.533
H -0.714 -1.466 1.955
H -1.715 -0.245 2.729
H -2.660 -2.766 2.267
H -3.742 -1.358 2.133
H -2.052 -0.628 -1.529
H -0.875 -1.698 -0.716
C -0.996 0.048 7.885
C 0.350 0.538 7.335
C 0.303 0.391 5.809
S -1.426 0.537 5.346
O -1.871 -0.730 4.822
O -1.634 1.770 4.632
C -2.064 0.695 7.009
H -1.126 0.313 8.933
H -1.055 -1.040 7.803
H 0.490 1.589 7.600
H 1.185 -0.019 7.757
H 0.870 1.169 5.304
H 0.651 -0.590 5.489
H -3.034 0.207 7.075
H -2.162 1.758 7.225
C 8.399 3.681 5.573
C 9.444 4.749 5.923
C 10.656 4.522 5.011
S 10.018 3.760 3.514
O 10.546 2.424 3.416
O 10.117 4.697 2.419
C 8.314 3.663 4.050
H 7.432 3.898 6.022
H 8.730 2.706 5.938
H 9.025 5.741 5.739
H 9.731 4.706 6.972
H 11.154 5.452 4.750
H 11.371 3.831 5.454
H 7.857 2.761 3.649
H 7.797 4.546 3.672
C 0.116 2.364 -6.196
C -0.558 3.046 -5.000
C 0.515 3.874 -4.280
S 1.719 4.328 -5.531
O 2.971 3.684 -5.223
O 1.642 5.745 -5.783
C 0.944 3.446 -6.881
H -0.615 1.929 -6.877
H 0.768 1.561 -5.844
H -1.353 3.704 -5.357
H -1.013 2.322 -4.327
H 0.106 4.779 -3.838
H 1.031 3.290 -3.519
H 1.710 3.053 -7.545
H 0.309 4.152 -7.414
C -4.953 -6.536 -1.633
C -5.324 -5.846 -0.315
C -6.652 -6.451 0.160
S -6.706 -8.121 -0.498
O -7.788 -8.208 -1.449
O -6.579 -9.070 0.580
C -5.163 -8.028 -1.396
H -3.928 -6.318 -1.926
H -5.614 -6.189 -2.431
H -4.546 -6.037 0.426
H -5.403 -4.767 -0.435
H -6.718 -6.495 1.244
H -7.507 -5.908 -0.240
H -5.241 -8.609 -2.313
H -4.385 -8.441 -0.755
C 9.512 7.906 -1.196
C 9.375 7.070 0.084
C 8.185 6.126 -0.112
S 8.063 5.832 -1.882
O 6.825 6.392 -2.359
O 8.430 4.465 -2.169
C 9.404 6.917 -2.353
H 10.455 8.450 -1.225
H 8.700 8.634 -1.252
H 10.284 6.486 0.241
H 9.236 7.697 0.963
H 8.334 5.177 0.399
H 7.250 6.581 0.212
H 9.173 7.387 -3.307
H 10.304 6.310 -2.440
C -5.699 -1.208 -5.027
C -6.370 -0.522 -3.830
C -5.296 0.308 -3.119
S -4.098 0.759 -4.370
O -2.840 0.117 -4.059
O -4.172 2.176 -4.627
C -4.872 -0.127 -5.718
H -6.429 -1.646 -5.706
H -5.044 -2.007 -4.674
H -7.169 0.133 -4.186
H -6.819 -1.245 -3.151
H -5.706 1.214 -2.678
H -4.779 -0.275 -2.357
H -4.108 -0.522 -6.383
H -5.508 0.578 -6.253
C -12.349 -9.413 0.905
C -11.008 -8.907 0.357
C -11.068 -9.014 -1.170
S -12.799 -8.858 -1.618
O -13.246 -10.104 -2.189
O -13.015 -7.601 -2.290
C -13.425 -8.744 0.056
H -12.471 -9.176 1.962
H -12.408 -10.498 0.794
H -10.866 -7.864 0.649
H -10.168 -9.475 0.755
H -10.501 -8.224 -1.655
H -10.720 -9.984 -1.518
H -14.394 -9.233 0.116
H -13.522 -7.687 0.300
*
```



DFT (ωB97M-V with the def2-TZVPD basis set) results for a 11-piece molecular cluster, C28H81N3O19 overall.

Calculated values
gap between HOMO and LUMO	8.64	eV
highest occupied orbital energy	-9.03	eV
relative energy (zero: lowest compared OMol25 entry of this formula, charge and spin)	186.31	kcal/mol

Structure (ORCA input):
```
! wB97M-V def2-TZVPD RIJCOSX def2/J DEFGRID3
* xyz 0 1
C 6.525 1.483 -4.055
C 6.421 2.714 -5.018
C 5.585 2.463 -6.268
O 5.713 3.573 -7.179
C 5.137 3.394 -8.440
N 5.739 3.781 -4.258
H 5.647 0.847 -4.170
H 6.728 1.649 -2.997
H 7.315 0.797 -4.358
H 7.439 2.933 -5.339
H 4.498 2.409 -6.206
H 5.980 1.550 -6.713
H 5.727 2.625 -8.938
H 5.201 4.334 -8.988
H 4.095 3.093 -8.546
H 6.094 4.658 -4.613
H 4.814 3.731 -4.660
C 5.862 5.804 3.963
C 6.696 5.461 2.724
C 7.794 4.503 2.836
O 8.842 5.087 3.531
C 10.047 4.416 3.326
N 5.739 4.866 1.785
H 6.498 6.092 4.800
H 5.215 4.978 4.260
H 5.280 6.702 3.752
H 7.256 6.367 2.494
H 8.173 4.441 1.816
H 7.558 3.537 3.282
H 10.235 4.105 2.298
H 9.996 3.544 3.977
H 10.924 4.965 3.671
H 6.174 4.652 0.899
H 5.308 4.025 2.140
C 0.118 0.626 -1.143
C -1.237 -0.084 -0.773
C -2.536 0.740 -0.791
O -2.399 2.043 -0.071
C -2.487 1.935 1.367
N -1.322 -1.374 -1.488
H 0.145 0.759 -2.224
H 1.031 0.031 -1.139
H 0.331 1.558 -0.618
H -1.236 -0.206 0.310
H -3.396 0.159 -0.457
H -2.706 0.919 -1.852
H -2.215 2.946 1.671
H -1.630 1.381 1.749
H -3.401 1.507 1.778
H -0.587 -1.987 -1.164
H -1.922 -1.978 -0.945
C -1.498 1.441 8.988
C -2.173 0.147 8.524
O -2.997 -0.259 9.565
O -2.289 2.670 8.816
H -0.655 1.544 8.305
H -1.107 1.362 10.002
H -1.550 -0.683 8.191
H -2.825 0.207 7.653
H -3.365 -1.135 9.429
H -3.093 2.323 9.210
C 0.982 -3.087 -7.032
C -0.190 -3.988 -7.030
O -1.484 -3.429 -6.619
O 1.661 -3.114 -5.752
H 0.716 -2.062 -7.292
H 1.701 -3.359 -7.805
H 0.049 -4.887 -6.462
H -0.202 -4.169 -8.105
H -1.255 -3.172 -5.723
H 1.024 -2.783 -5.115
C -6.804 -3.553 3.076
C -7.562 -2.243 2.748
O -7.557 -2.257 1.344
O -5.392 -3.595 2.791
H -7.257 -4.427 2.608
H -6.799 -3.711 4.154
H -7.016 -1.420 3.210
H -8.586 -2.206 3.118
H -6.900 -2.880 1.024
H -5.061 -4.323 3.321
C -2.768 9.218 6.445
C -4.098 9.324 5.604
O -3.666 9.499 4.315
O -2.040 7.996 6.057
H -3.024 9.261 7.504
H -2.022 9.968 6.182
H -4.779 10.074 6.006
H -4.624 8.390 5.798
H -2.927 8.900 4.192
H -2.253 7.284 6.664
C -5.345 -8.147 -4.020
C -6.361 -7.227 -3.395
O -5.858 -6.348 -2.362
O -4.702 -7.417 -5.056
H -5.876 -8.975 -4.488
H -4.602 -8.528 -3.319
H -7.168 -7.851 -3.011
H -6.788 -6.644 -4.211
H -5.507 -6.835 -1.613
H -4.625 -6.537 -4.680
C 2.271 -8.307 -0.260
C 0.830 -7.806 -0.361
O 0.621 -6.771 0.584
O 2.432 -8.962 0.985
H 2.906 -7.422 -0.302
H 2.596 -8.804 -1.174
H 0.275 -8.696 -0.064
H 0.535 -7.643 -1.398
H 0.113 -7.137 1.312
H 1.866 -8.506 1.611
C -7.830 1.646 -4.869
C -8.061 0.184 -5.125
O -8.485 -0.083 -6.479
O -8.750 2.519 -5.555
H -6.851 1.891 -5.281
H -7.850 1.670 -3.779
H -8.871 -0.204 -4.507
H -7.113 -0.243 -4.798
H -8.841 -0.970 -6.559
H -9.631 2.218 -5.322
C 4.706 -1.571 3.369
C 3.730 -2.767 3.391
O 4.289 -3.958 4.045
O 5.968 -2.017 2.922
H 4.894 -1.309 4.410
H 4.248 -0.756 2.808
H 3.340 -3.039 2.410
H 2.747 -2.518 3.791
H 3.630 -4.655 4.104
H 5.998 -2.893 3.315
*
```



DFT (ωB97M-V with the def2-TZVPD basis set) results for C27H78F3FeN18O13 as an isolated structure.

Calculated values
gap between HOMO and LUMO (alpha / beta)	9.32 / 8.78	eV
highest occupied orbital energy (alpha / beta)	-10.72 / -10.18	eV
expectation value of S²	6.0065
relative energy (zero: lowest compared OMol25 entry of this formula, charge and spin)	7.69	kcal/mol

Structure (ORCA input):
```
! wB97M-V def2-TZVPD RIJCOSX def2/J DEFGRID3
* xyz 1 5
Fe -0.201 -0.603 -0.571
C 1.463 -2.852 -2.009
O 2.073 -2.113 -3.061
O 0.428 -2.189 -1.534
C 1.031 -4.168 -2.467
F 1.867 -4.979 -3.131
F 0.604 -4.833 -1.453
F -0.047 -4.126 -3.258
C 3.477 -2.241 -3.341
C 3.701 -1.708 -4.783
H 4.668 -2.032 -5.212
H 2.919 -2.093 -5.404
H 3.673 -0.622 -4.780
H 3.832 -3.270 -3.354
H 4.136 -1.707 -2.633
H 2.206 -3.008 -1.193
C -2.471 -3.473 -1.244
C -2.863 -2.357 -0.333
C -3.983 -2.761 0.541
O -4.602 -1.626 1.117
C -5.687 -1.976 2.044
N -1.791 -1.794 0.543
H -1.569 -3.179 -1.788
H -3.212 -3.829 -1.980
H -2.135 -4.381 -0.682
H -3.232 -1.556 -0.975
H -3.528 -3.321 1.330
H -4.769 -3.333 0.038
H -5.343 -2.660 2.860
H -6.516 -2.478 1.511
H -6.071 -1.058 2.478
H -1.147 -2.468 0.987
H -2.252 -1.312 1.301
C 0.352 4.045 3.902
C -0.349 4.044 2.524
C -1.081 5.385 2.323
O -1.945 5.744 3.337
C -3.264 5.255 3.266
N 0.700 3.840 1.473
H 1.044 4.891 3.911
H 0.873 3.102 4.039
H -0.389 4.206 4.699
H -0.995 3.171 2.458
H -1.648 5.347 1.383
H -0.305 6.159 2.214
H -3.738 5.498 4.204
H -3.252 4.178 3.067
H -3.782 5.742 2.442
H 0.379 3.971 0.530
H 1.493 4.444 1.644
C 6.962 2.374 -1.320
C 7.195 0.958 -1.828
C 6.069 0.014 -1.617
O 5.697 -0.002 -0.265
C 4.792 -0.963 0.092
N 7.441 0.937 -3.251
H 6.810 2.514 -0.252
H 6.051 2.838 -1.752
H 7.795 3.066 -1.550
H 8.022 0.587 -1.226
H 6.407 -0.995 -1.919
H 5.242 0.279 -2.274
H 5.110 -1.991 -0.242
H 3.815 -0.746 -0.379
H 4.658 -0.961 1.179
H 8.204 1.529 -3.528
H 7.607 -0.022 -3.513
C -1.585 0.496 5.205
C -1.833 -0.532 4.066
C -1.274 -1.852 4.616
O -1.706 -2.919 3.755
C -1.427 -4.192 4.209
N -3.267 -0.605 3.692
H -2.393 0.390 5.937
H -1.608 1.526 4.888
H -0.628 0.394 5.761
H -1.301 -0.178 3.173
H -1.604 -2.067 5.646
H -0.173 -1.795 4.613
H -1.680 -4.362 5.278
H -0.375 -4.436 4.097
H -2.002 -4.897 3.615
H -3.342 -1.064 2.786
H -3.689 -1.299 4.327
C -1.694 -0.526 -3.637
O -1.689 -0.279 -2.400
N -2.825 -0.493 -4.449
N -0.529 -0.810 -4.344
H -2.814 -1.136 -5.229
H -3.756 -0.438 -4.009
H 0.156 -1.379 -3.830
H -0.805 -1.327 -5.161
C 2.100 1.352 -1.654
O 0.985 0.858 -1.431
N 2.606 1.367 -2.981
N 2.942 1.928 -0.686
H 2.367 0.547 -3.549
H 3.604 1.578 -3.011
H 3.848 2.235 -1.040
H 2.723 2.116 0.302
C 1.590 -0.304 2.175
O 0.888 -0.856 1.294
N 1.705 1.094 2.288
N 2.373 -0.896 3.106
H 2.363 1.536 2.903
H 1.091 1.746 1.821
H 2.594 -1.892 3.098
H 2.808 -0.249 3.741
C -0.373 4.082 -2.424
O -0.450 4.279 -1.210
N 0.269 5.028 -3.265
N -0.804 2.950 -3.060
H -0.089 5.252 -4.193
H 0.588 5.862 -2.776
H -0.683 2.914 -4.050
H -0.846 2.095 -2.487
C -2.693 1.842 0.051
O -1.672 1.113 0.027
N -2.846 3.272 -0.166
N -4.031 1.336 0.457
H -2.079 3.831 -0.536
H -3.784 3.579 -0.343
H -4.726 2.020 0.676
H -4.201 0.364 0.554
C -5.261 1.559 -3.314
O -4.596 2.579 -3.070
N -6.039 1.457 -4.561
N -5.285 0.415 -2.446
H -6.831 0.823 -4.438
H -6.259 2.301 -5.083
H -4.721 0.437 -1.601
H -6.081 -0.200 -2.499
C 2.059 -4.622 2.434
O 2.729 -3.765 2.954
N 0.943 -4.302 1.578
N 2.275 -5.977 2.712
H 0.784 -5.003 0.846
H 0.937 -3.329 1.248
H 2.984 -6.484 3.222
H 1.408 -6.417 2.450
*
```